C21H27Cl2N2O2SSb2Zn as an isolated structure. Source: the Open Molecules 2025 dataset; level of theory: ωB97M-V/def2-TZVPD.

The charge is +1. As for the orbital gap: 8.093 eV.

```
58
Properties=species:S:1:pos:R:3:forces:R:3:mulliken_charge:R:1
Sb -0.46868 0.49644 -1.65950 -0.44 0.15 -0.42 0.394
Sb -1.18274 -1.24903 2.00031 -0.33 -0.29 0.06 0.320
Zn 1.08065 -0.14074 0.92500 -0.38 0.41 0.20 0.611
Cl 2.86911 -1.48589 2.14477 0.11 -0.38 -0.27 -0.162
Cl 4.22502 1.01443 2.83049 -0.03 -0.05 0.00 -0.112
S 3.03762 3.79176 -0.26458 0.02 -0.06 -0.01 -0.228
O 1.44945 0.44217 4.94599 0.10 0.14 -0.11 -0.584
O 1.00678 0.73921 2.76410 0.08 0.15 0.07 -0.174
N 2.21535 1.38037 0.14055 -0.10 -0.11 0.29 1.147
N 0.91339 3.02167 1.20635 0.02 0.13 -0.06 -0.330
C 3.94041 2.48656 -0.99505 -0.16 -0.06 0.07 1.117
C -3.32632 -0.59607 -1.27896 -0.03 -0.12 0.00 0.726
C 3.90789 0.08004 -1.12237 -0.10 0.02 0.06 -0.661
C -3.15196 -0.67281 1.26015 0.44 -0.08 0.06 -1.443
C 5.62401 1.36606 -2.23663 0.04 0.01 -0.03 -0.528
C -1.37182 -3.38006 2.12782 -0.05 0.27 -0.12 -1.253
C -1.54742 -0.71877 4.03510 0.15 -0.04 -0.17 -1.302
C 5.04936 0.14179 -1.90066 -0.05 -0.07 -0.02 -0.761
C -0.59910 -0.35971 -3.63094 0.07 0.00 0.29 -1.286
C -3.53790 -1.25606 -0.05809 -0.06 -0.09 -0.11 0.781
C -4.16796 -2.50368 -0.06470 0.04 0.05 0.01 -0.629
C -4.39686 -2.44007 -2.44388 0.02 -0.03 -0.03 -0.737
C -2.63200 0.72139 -1.38365 0.39 -0.07 0.07 -1.520
C -4.59218 -3.09801 -1.23803 0.00 -0.05 0.01 -0.718
C 1.95475 2.63154 0.43912 0.14 0.06 -0.07 0.009
C 3.35043 1.26541 -0.65787 0.18 0.09 -0.20 -0.563
C -3.77038 -1.20803 -2.45449 0.02 0.03 0.03 -0.676
C -0.15181 2.52275 -2.31236 0.10 -0.26 0.11 -1.366
C 5.07448 2.55452 -1.78872 0.02 0.02 -0.03 -0.550
C 3.11633 -0.23435 3.40221 -0.25 0.65 0.25 0.174
C 1.73009 0.38903 3.77299 0.19 -0.38 0.00 0.118
H -0.94951 -1.38727 -3.55982 0.01 0.00 -0.03 0.372
H -0.48006 -3.78706 2.60020 0.01 0.01 0.00 0.412
H -2.77975 1.36547 -0.51827 -0.03 0.02 -0.03 0.514
H 3.45342 -0.87082 -0.87201 0.05 -0.04 0.00 0.246
H -3.16245 0.41568 1.27404 -0.04 0.00 0.03 0.563
H -0.82474 2.71929 -3.14509 -0.01 0.00 0.00 0.494
H 6.50796 1.38615 -2.85897 0.01 0.02 0.03 0.417
H 5.50128 -0.77534 -2.25327 -0.01 0.01 -0.03 0.428
H -5.08554 -4.06039 -1.21165 0.00 0.01 0.00 0.415
H 0.66071 2.38364 1.95694 0.02 -0.09 0.09 0.162
H -1.30288 0.22956 -4.21652 0.00 0.02 0.02 0.374
H -1.87230 0.31937 4.06432 0.01 0.00 0.00 0.395
H -0.36188 3.21306 -1.49823 0.00 0.02 0.02 0.396
H -4.73763 -2.88287 -3.37033 0.00 0.01 0.00 0.415
H -4.34210 -3.00243 0.88251 -0.02 -0.01 -0.01 0.389
H 0.37700 -0.34009 -4.11160 0.02 -0.01 0.03 0.414
H 3.56405 -0.71566 4.26296 -0.06 -0.14 -0.05 0.414
H -3.62935 -0.68828 -3.39516 -0.02 -0.01 0.00 0.396
H -2.95244 1.25827 -2.27588 -0.01 0.05 0.02 0.646
H 0.88468 3.99571 1.46368 -0.02 0.01 -0.04 0.293
H -2.32917 -1.36645 4.42852 -0.02 -0.01 -0.05 0.438
H 5.52054 3.50517 -2.04776 0.00 0.00 0.00 0.439
H -2.24614 -3.62066 2.72971 0.00 -0.01 0.00 0.343
H -3.81310 -1.03382 2.04772 -0.02 0.05 0.02 0.651
H 0.87817 2.65174 -2.64341 0.00 0.02 0.01 0.389
H -1.48301 -3.80225 1.13097 0.00 -0.01 0.01 0.392
H -0.64379 -0.81160 4.63193 -0.01 0.01 -0.01 0.378
```
Positions in Å, forces in eV/Å.



C21H29BrFeN9OS3 as an isolated structure. Source: the Open Molecules 2025 dataset; level of theory: ωB97M-V/def2-TZVPD.

The charge is -1. As for the energy above the lowest of the compared OMol25 structures with the same formula, charge and spin: 2.33 kcal/mol. The spin multiplicity is 5. As for the orbital gap (spin up / spin down): 6.569 / 6.605 eV.

```
65
Properties=species:S:1:pos:R:3:forces:R:3:mulliken_spin:R:1
Br -5.55009 3.24976 -1.13826 0.00 0.00 0.00 0.001
Fe -0.33665 -0.18613 1.53600 0.37 0.15 -0.16 3.775
S 0.10741 -1.23678 3.67642 -0.10 -0.02 0.12 0.046
S 3.69552 -0.67854 -0.58169 0.02 0.00 0.01 0.011
S 1.62170 0.97291 0.81100 -0.13 -0.02 0.11 0.079
O -3.24736 -1.24520 2.73711 -0.18 0.03 0.12 0.009
N -0.24390 -4.28693 0.34766 0.02 0.01 -0.09 0.006
N -0.32273 -2.14730 0.58514 0.02 0.22 -0.15 0.000
N -4.78351 -1.25302 1.05670 0.07 0.05 -0.01 0.003
N 0.44063 1.03223 4.98797 -0.11 -0.08 0.03 0.003
N -0.97379 -3.31879 0.75272 0.06 -0.05 0.09 0.001
N -1.76581 0.42461 4.54198 0.00 -0.15 0.09 0.007
N 3.11688 1.11617 4.20728 0.20 0.00 0.08 0.002
N 5.91359 -1.57902 2.28826 -0.03 -0.03 0.04 0.003
N 0.90261 -3.75099 -0.10886 -0.07 0.03 0.15 -0.002
C -0.44470 0.18713 4.47778 0.09 0.04 -0.05 0.007
C -4.19189 -0.73978 2.14741 -0.04 -0.09 -0.03 0.000
C -5.87536 -0.57230 0.40035 -0.01 0.00 0.01 0.000
C 0.84031 -2.43001 0.04336 0.07 -0.21 -0.22 0.024
C 4.95908 -0.94152 2.16662 0.12 0.11 0.00 -0.001
C -2.44390 1.09716 5.63559 -0.03 0.03 0.01 0.001
C 2.06700 -4.54593 -0.47855 -0.03 -0.01 0.03 0.000
C 2.15805 -6.09720 1.52639 -0.02 0.00 0.00 0.000
C 3.25802 -3.82737 1.63438 -0.03 -0.08 -0.04 0.000
C -4.23431 -2.42530 0.40631 0.00 0.00 0.00 0.001
C 2.87383 -5.00319 0.74121 0.03 0.00 0.00 0.000
C 0.23780 2.45766 5.17394 0.01 0.06 -0.04 -0.003
C -4.04928 2.36764 -0.35439 -0.03 -0.01 -0.03 0.010
C 3.41552 0.54421 3.24745 -0.21 0.01 -0.18 0.001
C -2.60282 1.99962 1.50750 0.04 0.00 0.04 -0.136
C -3.66572 2.69152 0.93397 0.01 0.01 0.01 -0.007
C -1.90470 0.98222 0.84627 -0.04 -0.12 -0.07 0.190
C -2.32552 0.72443 -0.46780 -0.02 0.02 0.02 -0.053
C 3.10674 0.01626 0.84849 -0.13 -0.13 -0.02 0.011
C -3.38031 1.39697 -1.07702 -0.01 0.01 0.02 -0.001
C 3.78614 -0.13880 2.06764 0.10 -0.02 -0.03 0.013
H 2.67767 -3.90012 -1.11002 -0.01 -0.02 0.00 0.000
H 3.73397 -3.02877 1.06435 -0.01 0.01 0.00 0.001
H -3.68110 1.16877 -2.09206 0.00 -0.01 0.00 -0.001
H 3.79199 -5.42353 0.31608 0.00 -0.01 0.01 0.000
H -6.75945 -1.21443 0.36272 0.00 0.00 0.00 0.000
H -6.12143 0.34039 0.94110 0.00 0.00 0.00 0.000
H -1.81406 -0.03502 -1.05366 -0.01 -0.01 -0.01 0.004
H 1.90614 -6.95177 0.89394 0.00 0.00 0.00 0.000
H -0.05809 2.71295 6.19318 -0.02 -0.01 0.00 0.000
H -0.50698 2.83324 4.47086 0.00 0.00 0.00 0.000
H 1.41665 0.77466 4.81142 -0.04 0.07 0.05 0.004
H 2.38155 -3.41637 2.14405 0.01 0.02 0.01 0.000
H 2.79377 -6.44956 2.33972 0.00 0.00 0.01 0.000
H 1.18622 2.94254 4.95072 0.01 -0.03 0.03 0.000
H -5.59891 -0.29295 -0.61802 0.01 0.00 -0.01 0.000
H -2.24890 0.60172 6.59140 0.02 0.02 0.00 0.000
H 1.63466 -1.75359 -0.27028 -0.02 0.11 0.10 0.000
H -2.32883 2.26064 2.52622 0.00 0.00 0.00 -0.014
H 3.95965 -4.14868 2.40383 0.01 0.01 0.01 0.000
H 1.70972 -5.39754 -1.05755 0.01 0.02 -0.03 0.000
H -4.18847 3.46780 1.47889 0.00 0.00 0.00 -0.001
H -3.41148 -2.81448 0.99944 -0.01 0.01 -0.01 -0.002
H -5.00692 -3.18958 0.29241 0.00 0.00 0.01 0.000
H -3.51290 1.05059 5.43720 0.00 -0.02 0.01 0.000
H -2.16972 2.14443 5.72908 -0.01 0.01 -0.02 0.001
H 1.23159 -5.72154 1.96475 0.01 -0.01 0.00 0.000
H -3.85761 -2.15576 -0.58381 0.01 0.00 -0.01 0.000
H -4.65759 0.20254 2.47329 0.00 0.00 0.03 -0.002
H -2.31594 -0.27449 4.03481 0.02 0.09 -0.03 0.008
```
Positions in Å, forces in eV/Å.



C26H28N11O2SSeSnTe4 as an isolated structure. Source: the Open Molecules 2025 dataset; level of theory: ωB97M-V/def2-TZVPD.

The charge is -1. As for the energy above the lowest of the compared OMol25 structures with the same formula, charge and spin: 0.66 kcal/mol. As for the orbital gap: 5.237 eV.

```
74
Properties=species:S:1:pos:R:3:forces:R:3:mulliken_charge:R:1
Te -2.01020 -3.01768 -2.42324 -0.02 0.02 0.15 -0.259
Te -3.81894 0.87078 -3.40268 0.24 -0.11 -0.21 -0.207
Te -4.20130 -3.53343 -3.91644 -0.02 0.29 -0.28 -0.257
Te -5.58075 -1.13850 -3.89675 0.02 -0.12 0.37 -0.196
Sn -1.54150 -0.08879 -1.82749 -0.37 -0.18 0.16 0.705
Se 2.44754 -0.24598 -2.25340 0.17 -0.17 -0.13 -0.239
S -1.10678 2.35015 1.46958 -0.07 -0.06 0.39 1.141
O -1.82241 3.35197 2.22635 0.00 -0.04 -0.13 -0.804
O 0.02833 2.81290 0.69259 -0.11 0.06 -0.04 -0.428
N 1.11526 0.85833 -5.65834 -0.02 0.05 0.00 -0.025
N -1.99779 1.47126 0.50349 0.04 -0.18 -0.32 -0.256
N 3.63386 -0.10476 0.37800 0.01 0.15 -0.09 0.380
N -3.50531 0.62342 2.13695 -0.02 -0.07 -0.13 -0.415
N 2.88929 1.80200 -0.32304 0.01 -0.05 -0.07 0.465
N -3.25463 -0.32418 -0.03283 0.00 -0.01 -0.03 0.335
N 1.06723 -1.60622 5.36339 -0.01 0.05 -0.03 -0.628
N -0.76951 2.49798 -2.93236 -0.04 0.03 -0.03 0.257
N -0.38932 -0.01527 -4.31627 0.03 0.02 -0.02 0.332
N 0.82311 3.46142 -4.10482 -0.01 0.00 -0.06 0.034
N -0.61516 -2.03804 0.74114 0.01 0.03 -0.01 0.668
C 0.54812 -0.66911 4.45252 -0.02 -0.02 0.05 0.457
C -0.59526 3.77937 -2.47727 -0.05 0.01 -0.08 -0.501
C 0.38423 4.39808 -3.19358 -0.07 0.02 -0.01 -0.806
C -0.45093 1.19955 2.64926 0.11 0.05 0.08 -0.711
C 3.96411 -1.51155 0.45315 -0.05 -0.01 0.03 -0.911
C 3.03158 0.50115 -0.68352 -0.18 0.22 0.31 -0.150
C -2.93670 0.59787 0.91134 0.00 0.24 0.14 0.242
C 2.23997 2.80727 -1.15375 0.06 -0.07 0.14 -0.961
C 0.05671 -0.98796 -5.17031 -0.01 0.02 0.00 -0.444
C -1.15846 -2.35183 1.91272 0.03 -0.01 -0.04 0.119
C -1.07386 1.02416 3.87634 0.06 -0.02 0.06 -0.528
C -0.57640 0.09144 4.77373 0.04 -0.02 -0.02 -0.939
C -0.72143 -3.41494 2.69209 -0.03 0.04 0.02 -1.016
C -4.46445 -0.26474 2.36241 0.04 -0.02 -0.07 -0.298
C 3.42001 2.01065 0.93444 -0.08 0.10 -0.13 -0.424
C 0.09615 2.32989 -3.90281 0.01 0.01 0.00 0.035
C 0.33899 -4.17919 2.23468 0.02 -0.02 -0.02 -0.315
C 0.91459 -3.85666 1.01434 -0.02 -0.02 0.01 -0.995
C 3.88574 0.82823 1.37185 0.07 -0.15 -0.01 -0.671
C 0.39729 -2.78322 0.30280 -0.02 0.06 0.00 -0.347
C 0.99367 -0.46712 -6.01149 0.00 -0.03 0.02 -0.713
C 0.26251 1.07783 -4.62242 -0.04 -0.07 -0.03 -0.324
C -4.89497 -1.19477 1.42766 0.02 0.05 0.05 -0.802
C 1.17658 -0.46867 3.22545 0.03 -0.02 0.02 -0.108
C 0.67324 0.45198 2.32616 -0.07 0.01 -0.16 0.229
C -4.22479 -1.18689 0.21333 0.06 -0.01 -0.03 -0.126
H -1.20581 -3.62773 3.63657 0.00 -0.01 -0.01 0.471
H -1.97334 -1.72001 2.25125 -0.02 0.01 -0.01 0.022
H 2.04659 -1.06624 2.96859 -0.03 0.01 0.01 0.154
H -1.06781 -0.05547 5.72985 0.01 -0.01 0.00 0.314
H 5.03485 -1.63532 0.61530 0.01 -0.01 0.01 0.340
H 0.70310 -5.02152 2.81135 0.00 0.00 0.00 0.392
H 1.56764 3.59343 -4.76361 0.03 -0.01 0.00 0.180
H 1.75987 1.50985 -6.06439 0.02 0.02 0.00 0.161
H -1.95258 1.61156 4.10660 0.06 -0.01 -0.01 0.514
H 0.80866 5.38478 -3.14013 0.00 0.00 0.00 0.415
H 3.37509 2.97024 1.41679 -0.03 -0.01 -0.01 0.459
H 0.38496 -1.93628 6.02848 -0.01 0.00 0.01 0.249
H -0.32894 -1.99290 -5.10887 0.00 0.02 0.01 0.362
H 4.33719 0.55552 2.30881 -0.01 0.00 -0.01 0.484
H 1.52407 -2.38396 4.91073 0.00 -0.01 -0.01 0.258
H 1.57067 -0.89931 -6.80962 -0.01 0.00 0.01 0.401
H 1.12708 0.58074 1.34789 -0.08 -0.01 0.13 0.385
H 2.91306 3.11810 -1.95328 0.03 -0.02 -0.03 0.361
H -4.44745 -1.89712 -0.57734 0.02 0.01 0.00 0.168
H -4.91281 -0.23015 3.35239 -0.01 -0.01 0.00 0.397
H 0.80985 -2.50365 -0.66346 0.03 0.02 0.01 0.477
H -1.16599 4.15727 -1.64734 -0.02 0.01 0.03 0.459
H 3.40757 -1.98970 1.26264 0.03 0.03 -0.06 0.219
H 3.67986 -1.96741 -0.49302 0.01 0.00 0.00 0.292
H 1.95553 3.64915 -0.52827 0.06 -0.07 0.02 0.407
H 1.72890 -4.43917 0.60209 0.01 0.02 0.01 0.505
H -5.68885 -1.89680 1.63403 0.00 0.01 0.00 0.393
H 1.33177 2.38392 -1.57700 0.14 -0.04 0.10 0.166
```
Positions in Å, forces in eV/Å.



One molecule with the formula C11H15O3P. Source: the Open Molecules 2025 dataset; level of theory: ωB97M-V/def2-TZVPD.

As for the energy above the lowest of the compared OMol25 structures with the same formula, charge and spin: 90.38 kcal/mol. The structure (SMILES) is C=COP(=Cc1ccccc1)(CO)CO. As for the orbital gap: 7.885 eV.

```
30
Properties=species:S:1:pos:R:3:forces:R:3:mulliken_charge:R:1
P -1.28885 -0.05240 -0.52842 0.49 -1.02 0.41 0.743
O -2.50983 -2.37912 0.20471 -0.94 -1.10 -1.33 -0.541
O -3.14737 1.91253 -0.21455 0.02 -0.38 -0.93 -0.511
O -1.45743 -0.16079 1.21830 0.07 -0.45 -2.23 -0.463
C 3.83167 -0.84417 0.20329 0.48 -1.16 0.60 -0.520
C 2.55661 0.66420 -1.10183 -1.01 1.13 -0.39 -0.360
C -1.63904 -1.87613 -0.74960 1.19 1.31 -1.81 -0.565
C -0.42728 1.97858 1.67739 0.61 -0.99 -0.61 -0.477
C -2.85656 0.77931 -1.00481 -0.07 -2.22 1.13 -0.598
C 1.40737 -0.99943 0.20007 -1.46 -1.72 2.26 -0.352
C 0.14352 0.45467 -1.27802 -2.18 1.37 0.66 -1.087
C 2.62829 -1.43003 0.67323 1.69 0.36 -0.37 -0.872
C 3.76070 0.11872 -0.73507 1.57 3.22 -1.94 -0.419
C 1.38639 0.09933 -0.65551 -0.79 -1.34 -0.70 1.634
C -1.15596 0.91236 1.95942 -0.70 1.66 0.97 -0.497
H 4.86133 -1.09847 0.51725 -1.00 -0.45 0.15 0.322
H -3.06966 1.57152 0.68361 -0.11 0.46 0.20 0.401
H 2.82970 -2.22830 1.34988 -0.73 -0.55 0.60 0.442
H -2.77626 0.84816 -2.08154 -0.37 1.05 -0.20 0.492
H -2.02788 -1.83724 -1.87708 0.37 -0.73 2.41 0.354
H 4.64283 0.64677 -1.23516 -0.85 -1.13 1.15 0.253
H -0.27989 2.76915 2.35133 -0.29 0.75 1.04 0.332
H 0.18096 2.04015 0.81018 0.33 -0.04 -0.70 0.236
H -0.62629 -2.38152 -0.73088 -1.24 0.35 -0.42 0.430
H -3.57646 -0.08218 -0.79652 0.42 1.09 -0.34 0.319
H 0.37541 -1.51967 0.64071 3.27 1.53 -1.21 0.006
H -1.79676 0.95130 2.81834 0.00 -0.23 0.79 0.395
H -2.40134 -1.93406 1.03070 0.36 0.62 0.82 0.433
H 0.05821 1.48416 -1.65932 -0.02 -0.45 -0.06 0.201
H 2.37384 1.59263 -1.69008 0.89 -0.94 0.06 0.269
```
Positions in Å, forces in eV/Å.